{
  "formula": "C5H27NO10",
  "method": "ωB97M-V/def2-TZVPD",
  "symbols": ["C", "C", "C", "N", "C", "C", "O", "O", "H", "H", "H", "H", "H", "H", "H", "H", "H", "H", "H", "O", "H", "H", "O", "H", "H", "O", "H", "H", "O", "H", "H", "O", "H", "H", "O", "H", "H", "O", "H", "H", "O", "H", "H"],
  "positions_angstrom": [[0.055, 3.269, 1.856], [1.412, 2.477, 1.867], [1.603, 1.644, 0.600], [2.729, 0.666, 0.644], [3.964, 1.331, 1.040], [0.408, 0.867, 0.137], [-0.382, 0.395, 0.941], [0.124, 0.686, -1.143], [-0.414, 3.020, 2.797], [-0.616, 2.988, 1.043], [0.232, 4.333, 1.680], [2.122, 3.305, 1.894], [1.434, 1.866, 2.765], [1.882, 2.403, -0.141], [2.387, -0.139, 1.155], [4.709, 1.209, 0.241], [4.380, 0.965, 1.984], [3.947, 2.422, 1.150], [-0.218, -0.187, -1.388], [-2.078, -1.370, -3.206], [-2.989, -1.170, -3.302], [-1.770, -1.703, -2.367], [-2.769, 0.724, 4.071], [-2.595, 0.453, 3.164], [-1.864, 0.744, 4.401], [-2.964, -2.907, 1.948], [-3.649, -2.825, 1.278], [-3.200, -2.329, 2.679], [0.398, -0.907, -4.259], [-0.513, -1.218, -4.144], [0.554, -0.331, -5.002], [-4.008, -0.054, -0.399], [-4.332, 0.812, -0.674], [-3.075, 0.050, -0.642], [0.506, -3.348, -1.117], [0.787, -4.210, -1.437], [1.133, -2.713, -1.512], [2.557, -2.085, -2.612], [1.926, -2.082, -3.346], [2.541, -1.210, -2.211], [-1.418, -1.637, -0.433], [-1.358, -2.599, -0.522], [-1.578, -1.604, 0.522]],
  "orbital_gap_ev": 9.532,
  "smiles": "CC[C@@H](NC)C(=O)O.O.O.O.O.O.O.O.O",
  "energy_ev": -27588.06918
}

{
  "formula": "C9H19ClNO13V",
  "method": "ωB97M-V/def2-TZVPD",
  "symbols": ["O", "V", "C", "O", "O", "O", "C", "O", "O", "O", "Cl", "O", "O", "O", "O", "C", "C", "C", "O", "H", "H", "H", "H", "H", "H", "H", "H", "C", "C", "C", "O", "C", "N", "H", "H", "H", "H", "H", "H", "H", "H", "H", "H", "H"],
  "positions_angstrom": [[0.876, -1.743, -0.872], [1.851, -0.557, -0.694], [3.906, -1.617, 0.780], [4.933, -0.990, 0.875], [2.771, -1.279, 1.032], [3.859, -2.062, -0.342], [3.183, 0.444, -2.714], [2.048, -0.065, -2.774], [4.180, -0.255, -3.111], [3.354, 0.639, -1.517], [-0.397, -5.061, -1.695], [-1.247, -4.246, -2.560], [-0.091, -6.333, -2.291], [0.890, -4.461, -1.433], [-1.138, -5.239, -0.473], [-3.598, -0.406, 1.714], [-2.126, -0.780, 1.624], [-1.699, -2.038, 2.457], [-1.715, -1.009, 0.308], [-3.726, 0.574, 1.255], [-3.894, -0.370, 2.763], [-4.349, -1.113, 1.362], [-1.614, 0.134, 1.925], [-1.722, -1.992, 3.545], [-0.642, -2.277, 2.342], [-2.382, -2.871, 2.286], [-2.382, -1.591, -0.065], [-1.031, 1.327, -1.616], [0.167, 1.824, -0.868], [-0.104, 3.247, -0.257], [1.033, 3.578, 0.510], [0.986, 4.909, 1.004], [0.476, 0.872, 0.178], [-1.275, 1.938, -2.485], [-1.902, 1.346, -0.960], [-0.871, 0.255, -1.732], [1.029, 1.964, -1.520], [-1.049, 3.257, 0.286], [-0.212, 3.999, -1.039], [1.339, 5.580, 0.222], [1.842, 5.092, 1.654], [0.082, 5.321, 1.452], [-0.440, 0.601, 0.506], [0.803, 1.452, 0.938]],
  "total_charge": -3,
  "orbital_gap_ev": [1.906, 1.952],
  "energy_ev": -75942.38503,
  "spin_multiplicity": 2
}

{
  "formula": "C4H10NO",
  "method": "ωB97M-V/def2-TZVPD",
  "symbols": ["C", "C", "C", "C", "N", "O", "H", "H", "H", "H", "H", "H", "H", "H", "H", "H"],
  "positions_angstrom": [[-0.510, -0.407, 0.864], [-0.205, -1.776, 0.817], [-0.671, 1.641, -0.441], [1.023, 0.087, -0.934], [0.101, 0.600, 0.026], [0.742, 0.861, 1.326], [-1.350, -0.090, 1.561], [0.570, -2.211, 1.509], [0.226, -2.013, -0.170], [-0.975, -2.409, 1.018], [-0.182, 2.520, -1.027], [-1.182, 1.308, -1.304], [-1.467, 1.899, 0.376], [0.449, -0.191, -1.876], [1.768, 0.908, -1.180], [1.663, -0.726, -0.565]],
  "total_charge": 1,
  "orbital_gap_ev": 11.093,
  "energy_ev": -7836.01244
}

{
  "formula": "C4H7NOS",
  "method": "ωB97M-V/def2-TZVPD",
  "symbols": ["C", "C", "C", "C", "N", "O", "S", "H", "H", "H", "H", "H", "H", "H"],
  "positions_angstrom": [[1.250, -1.266, -0.062], [1.579, -0.028, -0.158], [-0.082, -1.815, 0.304], [-0.710, 2.113, 0.035], [-0.268, 0.865, 0.567], [-1.902, -0.532, -0.987], [-1.387, -0.419, 0.384], [1.944, -2.131, -0.235], [2.392, 0.654, -0.302], [-0.436, -2.439, -0.378], [0.164, -2.276, 1.322], [-1.331, 2.119, -0.935], [-1.371, 2.553, 0.790], [0.159, 2.601, -0.344]],
  "orbital_gap_ev": [8.835, 8.836],
  "energy_ev": -18629.18189
}

{
  "formula": "C13H29N2O6RuSe2",
  "method": "ωB97M-V/def2-TZVPD",
  "symbols": ["Ru", "C", "Se", "C", "C", "Se", "C", "H", "H", "H", "H", "H", "H", "H", "H", "H", "H", "C", "O", "C", "O", "N", "N", "H", "H", "H", "H", "H", "H", "C", "O", "C", "O", "H", "H", "H", "O", "O", "C", "C", "C", "C", "C", "H", "H", "H", "H", "H", "H", "H", "H", "H", "H"],
  "positions_angstrom": [[0.123, 0.147, -0.260], [2.849, -0.848, -2.481], [1.658, -1.605, -1.137], [3.016, -1.722, 0.260], [3.527, -0.359, 0.671], [2.086, 0.634, 1.534], [2.778, 2.406, 1.159], [3.841, -1.269, -2.322], [2.841, 0.237, -2.399], [2.484, -1.151, -3.458], [3.814, -2.346, -0.143], [2.528, -2.245, 1.080], [3.871, 0.221, -0.184], [4.345, -0.456, 1.386], [3.741, 2.522, 1.651], [2.059, 3.102, 1.579], [2.858, 2.541, 0.085], [-0.949, 1.677, 5.105], [-1.699, 1.550, 3.891], [-1.051, 1.955, 2.794], [0.074, 2.393, 2.771], [-1.883, 1.888, 1.705], [-1.267, 1.697, 0.433], [-1.603, 1.311, 5.889], [-0.686, 2.719, 5.280], [-0.041, 1.079, 5.050], [-2.662, 1.260, 1.830], [-0.849, 2.578, 0.130], [-2.047, 1.539, -0.196], [-2.083, -1.847, 2.751], [-1.670, -0.950, 1.717], [-0.452, -1.242, 1.131], [0.147, -2.223, 1.524], [-3.032, -1.468, 3.122], [-1.350, -1.875, 3.556], [-2.206, -2.858, 2.362], [0.718, 1.920, -1.238], [1.802, 2.032, -1.965], [-0.301, -0.922, -3.620], [-1.539, -0.830, -2.735], [-2.427, 0.312, -3.271], [-2.322, -2.147, -2.771], [-1.283, -0.430, -1.306], [-0.598, -0.985, -4.670], [0.277, -1.820, -3.397], [0.332, -0.042, -3.494], [-2.713, 0.097, -4.303], [-1.886, 1.261, -3.256], [-3.343, 0.417, -2.684], [-2.579, -2.403, -3.801], [-3.248, -2.071, -2.197], [-1.728, -2.962, -2.354], [-2.272, -0.419, -0.803]],
  "orbital_gap_ev": [8.090, 7.568],
  "energy_ev": -162486.94999,
  "spin_multiplicity": 2
}